50
Properties=species:S:1:pos:R:3:mulliken_charge:R:1 method="wB97M-V/def2-TZVPD" homo_energy_ev=-8.16 orbital_gap_ev=7.66 lumo_energy_ev=-0.500 smiles="O=C(CSc1nc(-c2ccco2)cc(C(F)(F)F)n1)N1CCN(c2cccc(Cl)c2)CC1"
O -2.41 -3.32 0.80 -0.676
C -1.55 -2.72 1.44 0.713
C -2.23 -1.90 2.67 -0.945
S -1.82 -0.21 2.99 -0.238
C -1.99 0.38 1.34 0.038
N -2.29 -0.30 0.46 0.069
C -2.42 0.12 -0.77 0.830
C -2.89 -0.61 -1.84 0.363
C -3.20 -2.03 -1.90 -0.818
C -3.55 -2.09 -3.35 -0.942
C -3.10 -1.04 -3.95 -0.350
O -2.77 -0.12 -3.06 -0.364
C -2.12 1.55 -0.90 -1.263
C -1.68 2.48 0.28 0.025
C -1.35 3.77 0.50 0.857
F -0.09 3.98 0.60 -0.218
F -2.21 4.60 1.16 -0.241
F -1.40 4.21 -0.83 -0.325
N -1.62 1.71 1.26 -0.399
N -0.22 -2.59 1.20 0.371
C 0.72 -2.12 2.01 -1.933
C 1.27 -1.03 1.32 0.644
N 1.75 -1.56 0.17 0.037
C 2.88 -0.75 -0.72 0.568
C 2.92 -0.60 -2.06 -0.786
C 3.90 0.28 -2.63 -0.566
C 5.08 0.66 -1.76 -0.778
C 5.18 0.06 -0.45 0.086
Cl 6.58 0.25 0.57 -0.204
C 4.00 -0.48 0.05 -0.068
C 0.90 -1.91 -0.87 -1.802
C 0.12 -3.12 0.08 -0.974
H -3.43 -2.16 2.74 0.385
H -1.90 -2.65 3.66 0.397
H -3.32 -2.50 -1.05 1.063
H -3.74 -2.99 -3.80 0.471
H -3.23 -0.85 -4.94 0.512
H -2.28 2.17 -1.63 0.851
H 0.29 -1.90 2.83 0.553
H 1.42 -3.05 2.24 0.307
H 2.13 -0.35 1.62 0.691
H 0.66 -0.13 1.08 -0.267
H 2.05 -0.50 -2.52 0.441
H 3.96 0.44 -3.70 0.387
H 5.92 0.90 -2.10 0.548
H 4.07 -0.84 1.27 0.167
H 1.23 -2.31 -1.67 1.588
H -0.05 -1.24 -0.90 0.332
H -0.72 -3.61 -0.69 0.314
H 0.78 -3.84 0.32 0.548

22
Properties=species:S:1:pos:R:3:mulliken_charge:R:1 method="wB97M-V/def2-TZVPD" homo_energy_ev=-8.90 e_above_lowest_kj_mol=211.31 orbital_gap_ev=9.88 lumo_energy_ev=0.975
C 2.82 -0.34 -0.19 -1.433
C 1.52 -0.45 0.58 0.007
N 0.72 0.75 0.48 0.433
N 0.59 1.29 -0.83 -0.679
C -0.22 1.09 1.38 -0.092
O -1.05 1.96 1.20 -0.602
H 2.63 -0.19 -1.25 0.386
H 3.39 -1.25 -0.06 0.406
H 3.43 0.50 0.17 0.329
H 0.86 -1.30 0.15 0.249
H 1.70 -0.64 1.64 0.284
H 1.30 2.00 -0.96 0.217
H -0.33 1.74 -0.86 0.252
H -0.09 0.56 2.34 0.309
H -0.77 -1.79 -1.29 0.227
N -0.96 -1.86 -0.29 -0.705
C -1.91 -1.10 0.10 0.116
C -2.70 -0.13 -0.72 -1.007
H -2.21 -1.21 1.13 0.424
H -2.64 0.85 -0.25 0.216
H -2.33 -0.07 -1.74 0.310
H -3.75 -0.42 -0.72 0.354

49
Properties=species:S:1:pos:R:3:mulliken_charge:R:1 method="wB97M-V/def2-TZVPD" homo_energy_ev=-8.49 e_above_lowest_kj_mol=30.73 orbital_gap_ev=10.38 lumo_energy_ev=1.893 total_charge=-1
O -0.53 2.01 2.10 -0.601
C -0.45 1.01 1.43 0.335
O -0.53 -0.23 1.80 -0.538
B -0.22 -1.17 0.70 1.076
O 0.05 -0.32 -0.42 -0.610
C -0.09 0.92 -0.08 0.769
O 0.16 1.83 -0.80 -0.500
O -1.37 -2.04 0.52 -0.499
C -1.04 -3.33 0.82 0.569
O -1.81 -4.31 0.89 -0.606
C 0.46 -3.40 1.13 0.715
O 0.93 -2.14 0.91 -0.447
O 1.10 -4.37 1.53 -0.654
O -0.08 -5.33 4.25 -0.630
H 0.13 -5.48 3.33 0.288
H 0.72 -4.91 4.61 0.364
O 2.17 5.01 -0.86 -0.824
H 1.21 4.75 -0.83 0.511
H 2.64 4.84 0.00 0.305
O 0.60 1.37 -3.73 -0.658
H 0.73 1.33 -2.76 0.222
H 1.15 2.17 -3.94 0.384
O 0.30 -7.13 0.63 -0.641
H -0.50 -6.72 1.01 0.307
H 1.03 -6.48 0.84 0.366
O 1.28 -2.96 5.49 -0.667
H 0.32 -2.67 5.38 0.410
H 1.72 -2.61 4.76 0.287
O -2.27 3.05 -2.62 -0.666
H -1.38 2.67 -2.84 0.360
H -2.95 2.53 -3.04 0.270
O -3.37 0.04 -3.88 -0.597
H -4.11 -0.49 -3.62 0.281
H -2.64 -0.50 -4.12 0.352
O -0.51 4.47 -0.83 -0.710
H -1.21 4.82 -1.43 0.325
H -0.58 3.49 -0.94 0.423
O 2.56 3.31 -3.27 -0.715
H 2.83 2.61 -2.65 0.312
H 2.27 3.97 -2.65 0.335
O -0.58 -1.13 -4.09 -0.688
H -0.23 -0.30 -4.41 0.377
H -0.23 -1.31 -3.15 0.310
O -1.51 -2.72 4.85 -0.699
H -1.83 -2.50 3.94 0.310
H -1.47 -3.69 4.99 0.347
O 2.42 7.72 0.29 -0.653
H 2.25 6.99 -0.35 0.405
H 2.49 7.30 1.17 0.288

23
Properties=species:S:1:pos:R:3:mulliken_charge:R:1 method="wB97M-V/def2-TZVPD" homo_energy_ev=0.06 e_above_lowest_kj_mol=165.31 orbital_gap_ev=6.35 lumo_energy_ev=6.404 total_charge=-3
Rb 0.15 0.19 -0.07 0.997
P -1.14 -2.74 2.18 1.184
F -0.84 -3.32 3.63 -0.357
F -1.90 -1.37 2.70 -0.354
F 0.35 -1.95 2.23 -0.375
F -1.30 -2.07 0.68 -0.359
F -0.44 -4.10 1.63 -0.371
F -2.59 -3.44 2.10 -0.367
P -1.61 -0.05 -3.47 1.187
F -3.02 0.44 -2.82 -0.362
F -2.40 -1.07 -4.51 -0.402
F -1.71 1.07 -4.61 -0.387
F -0.10 -0.38 -3.98 -0.356
F -0.78 1.06 -2.69 -0.357
F -1.52 -1.16 -2.27 -0.340
N 3.74 0.62 1.98 0.937
O 4.06 0.45 3.16 -0.706
O 4.58 0.86 1.21 -0.668
O 2.61 0.46 1.58 -0.565
N 0.97 4.10 0.39 0.996
O 1.86 4.84 0.12 -0.674
O 1.05 3.04 -0.13 -0.571
O -0.02 4.53 0.98 -0.732

18
Properties=species:S:1:pos:R:3:mulliken_charge:R:1 method="wB97M-V/def2-TZVPD" homo_energy_ev=-9.26 e_above_lowest_kj_mol=345.62 orbital_gap_ev=8.15 lumo_energy_ev=-1.113
C -0.61 -2.01 -1.46 -1.390
C -0.34 -0.77 -0.61 1.212
C 0.45 -0.73 0.45 -0.308
S 1.26 -2.00 1.22 0.808
O 0.54 -2.79 2.22 -0.494
O 2.66 -1.80 1.27 -0.462
C -1.16 0.42 -0.80 -0.598
C -0.89 1.57 -0.12 -0.633
C 0.11 1.86 0.96 0.293
F 0.02 1.23 2.20 -0.249
C 1.00 2.84 0.77 -0.493
Br 1.10 3.59 -0.96 -0.126
H 0.25 -2.72 -1.61 0.345
H -1.18 -1.76 -2.34 0.367
H -1.29 -2.82 -1.01 0.319
H -1.90 0.27 -1.54 0.420
H -1.58 2.33 -0.27 0.575
H 1.55 3.29 1.65 0.412

78
Properties=species:S:1:pos:R:3:mulliken_charge:R:1 method="wB97M-V/def2-TZVPD" multiplicity=4 homo_energy_ev="-10.87 / -10.91" e_above_lowest_kj_mol=19.80 orbital_gap_ev="5.33 / 6.20" lumo_energy_ev="-5.534 / -4.708" total_charge=+1
Mn -0.73 -0.52 0.00 -0.038
Cl 5.78 -0.70 1.89 -0.229
C 4.06 -0.55 1.86 0.540
C 3.36 -0.39 3.02 -0.407
C 1.95 -0.29 3.03 -0.316
I 0.90 -0.12 4.80 0.108
C 1.26 -0.35 1.85 0.514
O -0.07 -0.31 1.72 -0.688
C 1.99 -0.54 0.66 0.547
N 1.21 -0.71 -0.45 0.585
C 1.76 -0.89 -1.63 -0.153
C 3.16 -0.94 -1.76 -1.328
C 3.96 -0.83 -0.66 -0.604
C 3.38 -0.64 0.62 -0.327
H 3.90 -0.35 3.96 0.444
H 1.10 -1.01 -2.47 0.597
H 3.58 -1.07 -2.75 0.444
H 5.03 -0.91 -0.74 0.461
O -2.53 0.00 -4.00 -0.633
As -1.60 0.75 -2.72 1.014
O -0.24 1.34 -3.37 -0.811
O -1.32 -0.66 -1.72 0.821
C -2.95 1.94 -2.00 -0.270
C -3.84 2.48 -2.91 -0.681
C -4.83 3.35 -2.47 -0.623
C -4.95 3.68 -1.13 -0.686
C -4.06 3.15 -0.20 -0.565
C -3.06 2.31 -0.65 0.557
S -1.97 1.60 0.49 1.704
O -0.65 1.42 -0.25 -0.513
O -1.93 2.32 1.71 -0.654
O -2.41 0.14 0.59 -0.496
H -1.93 -0.08 -4.76 0.319
H -3.76 2.23 -3.96 0.530
H -5.53 3.78 -3.18 0.418
H -5.73 4.35 -0.80 0.418
H -4.12 3.40 0.85 0.518
C -1.01 -3.71 -3.18 -1.974
C -1.36 -4.95 -2.33 2.626
C -0.03 -5.58 -1.87 -1.929
C -2.10 -5.98 -3.20 -1.640
Si -2.52 -4.53 -0.89 -1.314
Br -0.81 -2.87 0.30 -0.088
C -2.62 -5.68 0.62 2.273
C -3.23 -4.93 1.82 -1.772
C -3.52 -6.89 0.27 -1.609
C -1.26 -6.23 1.07 -1.671
C -4.05 -3.48 -1.25 3.421
C -4.06 -2.89 -2.66 -2.026
C -5.31 -4.37 -1.10 -2.108
C -4.16 -2.30 -0.27 -1.992
H -0.18 -3.98 -3.84 0.675
H -0.70 -2.86 -2.57 0.020
H -1.84 -3.40 -3.81 0.275
H 0.59 -5.73 -2.76 0.615
H -0.17 -6.55 -1.41 0.373
H 0.52 -4.94 -1.18 0.287
H -1.48 -6.22 -4.07 0.465
H -3.06 -5.61 -3.57 0.329
H -2.29 -6.91 -2.66 0.363
H -4.24 -4.59 1.64 0.321
H -2.62 -4.08 2.13 0.283
H -3.27 -5.63 2.67 0.593
H -4.53 -6.60 -0.03 0.319
H -3.60 -7.52 1.15 0.482
H -3.09 -7.50 -0.53 0.351
H -0.51 -5.45 1.23 0.263
H -0.86 -6.96 0.36 0.359
H -1.40 -6.76 2.01 0.595
H -3.99 -3.66 -3.44 0.284
H -3.26 -2.17 -2.81 0.252
H -5.01 -2.37 -2.81 0.604
H -5.28 -5.24 -1.76 0.423
H -6.18 -3.77 -1.37 0.543
H -5.46 -4.71 -0.08 0.407
H -3.39 -1.56 -0.48 0.069
H -4.09 -2.58 0.78 0.096
H -5.13 -1.81 -0.43 0.642

12
Properties=species:S:1:pos:R:3:mulliken_charge:R:1 method="wB97M-V/def2-TZVPD" homo_energy_ev=-7.81 e_above_lowest_kj_mol=240.87 orbital_gap_ev=7.52 lumo_energy_ev=-0.294 smiles="Cn1sccc1=S"
C 0.33 0.36 -1.54 -0.837
N 0.03 -0.17 -0.28 0.022
S 1.00 -1.22 0.48 0.031
C 0.04 -1.15 1.90 -0.298
C -0.94 -0.17 1.94 -0.544
C -1.10 0.52 0.76 0.282
S -2.03 1.61 0.03 -0.378
H -0.59 0.39 -2.15 0.323
H 0.54 1.55 -1.71 0.251
H 1.03 -0.27 -2.05 0.317
H 0.13 -1.90 2.57 0.464
H -1.44 0.13 2.84 0.368

82
Properties=species:S:1:pos:R:3:mulliken_charge:R:1 method="wB97M-V/def2-TZVPD" homo_energy_ev=-15.91 e_above_lowest_kj_mol=98.51 orbital_gap_ev=7.03 lumo_energy_ev=-8.875 total_charge=+3
Ta -0.49 0.05 -0.22 1.053
Se -0.68 -7.46 2.09 0.407
N -0.18 -6.71 0.59 -0.859
C -0.23 -5.41 0.75 0.768
C 0.10 -4.45 -0.27 0.673
C 0.51 -4.82 -1.56 -0.594
C 0.80 -3.83 -2.47 -1.253
C 0.66 -2.50 -2.09 -0.420
N 0.27 -2.13 -0.88 0.317
C -0.01 -3.09 0.04 0.011
C -0.44 -2.65 1.35 -0.554
N -0.53 -1.31 1.57 0.685
C -0.94 -0.88 2.76 0.180
C -1.26 -1.73 3.80 -1.452
C -1.18 -3.10 3.60 -0.710
C -0.76 -3.57 2.35 0.594
C -0.66 -4.98 2.05 0.793
N -0.96 -5.93 2.90 -0.858
H 0.59 -5.87 -1.80 0.612
H 1.13 -4.08 -3.47 0.512
H 0.89 -1.71 -2.79 0.504
H -1.03 0.19 2.89 0.179
H -1.59 -1.32 4.75 0.553
H -1.44 -3.81 4.37 0.619
N -4.87 0.45 -1.90 -0.141
C -4.34 0.36 -0.49 0.446
C -5.49 0.44 0.51 -1.863
P -3.46 -1.29 -0.50 0.764
O -3.33 -1.76 1.01 -0.341
O -4.27 -2.16 -1.36 -0.864
O -2.03 -0.95 -0.96 -0.358
P -2.98 1.56 -0.22 0.716
O -3.69 2.90 0.24 -0.554
O -2.20 1.68 -1.48 -0.807
O -2.10 1.04 0.91 -0.414
H -5.03 -0.54 -2.20 0.407
H -4.17 0.87 -2.53 0.316
H -5.74 0.97 -1.96 0.382
H -6.20 -0.37 0.35 0.477
H -6.00 1.39 0.42 0.493
H -5.11 0.36 1.53 0.407
H -4.08 -2.31 1.28 0.343
H -3.56 3.68 -0.32 0.426
C 4.41 -1.59 1.70 -1.360
C 3.16 -1.19 1.10 0.640
N 2.17 -0.86 0.62 0.104
H 4.23 -2.12 2.64 0.353
H 5.02 -0.71 1.91 0.355
H 4.95 -2.25 1.03 0.331
C 2.85 2.61 -0.37 -0.961
N 1.60 3.23 0.05 0.671
C 1.34 4.56 -0.50 -1.229
C 0.87 2.72 1.05 -0.144
N 0.58 1.38 1.08 0.214
N 0.47 3.51 2.04 0.052
C -0.55 3.10 3.01 -1.005
C 1.14 4.77 2.37 -1.254
H 3.68 3.05 0.17 0.325
H 3.00 2.78 -1.43 0.454
H 2.82 1.53 -0.18 0.051
H 1.26 4.45 -1.59 0.334
H 2.14 5.27 -0.29 0.437
H 0.40 4.95 -0.13 0.400
H 0.47 1.11 2.05 0.167
H -0.11 2.53 3.83 0.352
H -1.34 2.53 2.52 0.170
H -1.00 4.00 3.44 0.531
H 2.11 4.83 1.87 0.412
H 1.31 4.80 3.44 0.461
H 0.53 5.63 2.09 0.379
Se 0.40 1.02 -2.22 -0.001
C 2.14 0.88 -3.13 0.160
C 3.14 0.00 -2.77 0.572
C 4.30 -0.04 -3.53 -0.836
C 4.44 0.79 -4.63 -0.598
C 3.44 1.69 -4.97 -0.764
C 2.27 1.73 -4.22 -0.500
H 3.02 -0.65 -1.90 0.339
H 5.09 -0.73 -3.26 0.464
H 5.34 0.74 -5.23 0.435
H 3.56 2.34 -5.82 0.445
H 1.47 2.42 -4.47 0.452